Computed, not measured: a structure of composition C23H52O3P4PtSe in a non-equilibrium geometry, with ωB97M-V/def2-TZVPD.

```
84
Properties=species:S:1:pos:R:3
Pt -0.61114 -0.56988 0.00399
P -2.06775 -1.12291 1.97232
P 0.39872 -2.67907 -0.37250
P -2.39958 -1.08880 -1.47401
H 0.19669 2.11683 -0.69887
C -0.78689 1.64430 -0.80790
C -1.61665 1.48425 0.32562
H -1.30660 1.89578 1.28947
C -1.49399 -0.58214 3.61802
C -2.37242 -2.90199 2.27681
C -3.73559 -0.36987 1.92219
C 1.57451 -2.72168 -1.76635
C 1.41901 -3.34892 0.99304
C -0.60565 -4.17179 -0.76372
C -3.68613 0.18826 -1.73815
C -3.50617 -2.49343 -1.03438
C -1.91228 -1.49269 -3.19003
H -1.27177 1.77556 -1.78367
H -2.69188 1.45122 0.17411
H -1.46051 0.51025 3.68794
H -0.49139 -0.97185 3.82888
H -2.20263 -0.96766 4.36453
H -1.41773 -3.43238 2.34121
H -2.97528 -3.34167 1.47940
H -2.90507 -3.00969 3.22978
H -3.63408 0.70070 1.73287
H -4.21623 -0.50281 2.90031
H -4.37433 -0.80916 1.15104
H 2.09302 -3.69137 -1.76575
H 2.30528 -1.91647 -1.64869
H 1.04207 -2.59903 -2.71653
H 1.75494 -4.35451 0.69812
H 0.83936 -3.42023 1.92384
H 2.29402 -2.71451 1.17227
H 0.08040 -5.02717 -0.84414
H -1.12155 -4.06124 -1.72431
H -1.32239 -4.37996 0.03996
H -4.37401 -0.18047 -2.51262
H -3.26489 1.13730 -2.07885
H -4.26779 0.36049 -0.82574
H -4.22409 -2.62663 -1.85523
H -4.07194 -2.30253 -0.11745
H -2.95473 -3.42803 -0.92116
H -2.80246 -1.44805 -3.83344
H -1.48627 -2.50064 -3.25178
H -1.17188 -0.77103 -3.56495
C 1.17690 2.00755 -4.31626
C 0.66126 3.22056 -3.81196
C 0.70604 4.38261 -4.60400
C 1.26837 4.35962 -5.88922
C 1.80559 3.15761 -6.38177
C 1.74843 1.99118 -5.61414
Se 1.21012 0.34002 -3.35375
H 0.39732 0.55061 -2.02425
H 0.23341 3.24809 -2.81635
H 0.29905 5.31877 -4.22047
H 1.29294 5.26119 -6.50715
H 2.27341 3.12521 -7.37654
H 2.14959 1.04649 -6.01147
C 0.01794 3.54396 3.38773
C 0.87901 2.85605 2.36588
O 0.53246 1.41262 2.43713
P 1.07570 0.28001 1.41196
O 1.76273 -0.78441 2.41535
C 2.70801 -0.43773 3.58564
C 1.95471 -0.50087 4.88631
O 2.27022 1.00068 0.64273
C 3.69293 0.54929 0.46065
C 4.58030 1.70374 0.81238
H 0.24803 4.61264 3.39203
H 0.21888 3.14846 4.38977
H -1.04814 3.41939 3.17880
H 0.68299 3.22000 1.34559
H 1.94659 2.96477 2.59336
H 3.13190 0.56420 3.38692
H 3.49069 -1.19671 3.49402
H 1.21204 0.30351 4.93791
H 1.46489 -1.47274 5.01912
H 2.65352 -0.35885 5.72032
H 3.88126 -0.30624 1.11920
H 3.78212 0.24364 -0.58608
H 4.45297 2.00912 1.85735
H 5.61673 1.38774 0.66922
H 4.37483 2.56358 0.16853
```

The energy above the lowest of the compared OMol25 structures with the same formula, charge and spin is 214.1 kJ/mol. The value obtained for the HOMO energy (spin up / spin down) is -17.12 / -20.20 eV. Its multiplicity is 5. For the frontier orbital gap (spin up / spin down), the calculation gives 6.240 / 3.752 eV. The lowest unoccupied orbital energy (spin up / spin down) is -10.88 / -16.45 eV. The total charge is +4. The largest force on an atom comes out at 5.7 eV/A.